1.
{
  "formula": "C38H63Br2N3O11S",
  "method": "ωB97M-V/def2-TZVPD",
  "elements": ["C", "C", "C", "C", "C", "C", "C", "C", "C", "C", "C", "N", "O", "C", "C", "C", "Br", "C", "C", "Br", "C", "N", "S", "N", "C", "H", "H", "H", "H", "H", "H", "H", "H", "H", "H", "H", "H", "H", "H", "H", "H", "H", "H", "H", "H", "H", "H", "H", "C", "C", "O", "C", "C", "O", "H", "H", "H", "H", "H", "H", "H", "H", "C", "C", "O", "C", "C", "O", "H", "H", "H", "H", "H", "H", "H", "H", "C", "C", "O", "C", "C", "O", "H", "H", "H", "H", "H", "H", "H", "H", "C", "C", "O", "C", "C", "O", "H", "H", "H", "H", "H", "H", "H", "H", "C", "C", "O", "C", "C", "O", "H", "H", "H", "H", "H", "H", "H", "H"],
  "xyz": [[-1.1313, -0.3726, -0.4854], [0.5124, -0.1194, -0.3090], [1.0272, 0.4817, -1.7419], [2.6369, 0.3695, -2.0173], [3.5132, -0.3227, -0.8229], [3.5301, -1.9565, -0.8049], [2.7711, -2.6919, -2.0537], [3.4060, -2.7799, -3.5982], [4.8623, -2.1400, -3.9967], [6.1618, -3.0083, -3.4701], [6.1309, -4.5966, -3.8734], [5.6524, -5.6703, -2.8814], [6.5768, -4.9830, -5.0870], [2.5764, -3.5573, -4.7960], [1.1061, -4.3013, -4.5683], [0.3604, -5.0844, -5.8038], [0.0450, -4.0638, -7.5376], [-0.1174, -6.5070, -5.7724], [-0.8803, -7.1088, -7.1302], [0.1604, -7.6645, -4.1653], [0.4283, -4.2493, -3.0541], [-0.9152, -4.8431, -2.5981], [-1.0955, -4.5075, -0.8904], [0.4436, -3.6442, -0.6417], [1.3066, -3.4620, -1.8702], [-1.2761, -0.8674, -1.5620], [-1.4884, -1.2159, 0.2783], [-1.7538, 0.6209, -0.3706], [0.6518, 0.7158, 0.5101], [0.9811, -1.1441, 0.0053], [0.4115, 0.0177, -2.6500], [0.7333, 1.6385, -1.7427], [3.0340, 1.4919, -2.1129], [2.7770, -0.1016, -3.0828], [4.6418, 0.0303, -0.9888], [3.2368, 0.0457, 0.2662], [4.6722, -2.2994, -0.8643], [3.1287, -2.4407, 0.2081], [4.9340, -1.0560, -3.5617], [5.0099, -2.0292, -5.1758], [6.2821, -2.8640, -2.3131], [7.1175, -2.5445, -4.0111], [6.4470, -5.8240, -2.1909], [4.9312, -5.1562, -2.2986], [3.0130, -3.6446, -5.9031], [-1.2839, -8.2003, -6.9632], [-1.8018, -6.3767, -7.3076], [-0.1923, -6.9941, -8.0702], [-0.2467, 0.2589, 4.7807], [-1.3622, 1.2781, 4.6550], [-1.7530, 1.4448, 3.2792], [-2.6349, 0.6508, 2.6312], [-3.0490, -0.6441, 3.2632], [-3.0324, 0.9539, 1.5072], [-0.5611, -0.7287, 4.4371], [0.0828, 0.1749, 5.8205], [0.6083, 0.5507, 4.1623], [-2.2261, 1.0396, 5.2827], [-0.9957, 2.2535, 4.9923], [-2.4210, -1.4504, 2.8747], [-4.0931, -0.8395, 3.0013], [-3.0048, -0.6390, 4.3516], [-5.2203, 5.7144, 2.8128], [-4.5524, 5.9871, 1.4792], [-3.1334, 6.1690, 1.6432], [-2.2326, 5.1622, 1.6965], [-2.7227, 3.7556, 1.8663], [-1.0272, 5.4073, 1.6803], [-4.8512, 4.7935, 3.2688], [-6.3041, 5.6298, 2.6905], [-5.0072, 6.5235, 3.5189], [-4.7660, 5.2156, 0.7333], [-4.9391, 6.9267, 1.0706], [-2.7027, 3.4939, 2.9277], [-2.0547, 3.0868, 1.3154], [-3.7213, 3.5840, 1.4667], [3.1696, 4.0082, 2.6964], [3.5438, 3.5477, 4.0916], [3.0764, 2.2072, 4.3327], [3.7399, 1.0869, 3.9686], [4.8985, 1.2020, 3.0240], [3.3502, -0.0160, 4.3495], [3.6335, 3.3867, 1.9277], [3.4799, 5.0450, 2.5369], [2.0871, 3.9373, 2.5485], [4.6163, 3.6318, 4.2917], [3.0420, 4.1866, 4.8262], [4.5488, 1.0249, 2.0033], [5.6396, 0.4425, 3.2902], [5.4148, 2.1600, 3.0721], [-5.8704, -4.4607, -4.0340], [-4.4523, -4.7204, -4.5036], [-4.4451, -5.5441, -5.6847], [-4.5966, -5.0785, -6.9449], [-5.0670, -3.6696, -7.1485], [-4.4217, -5.8250, -7.9069], [-6.4505, -3.9165, -4.7820], [-5.8688, -3.8795, -3.1073], [-6.3928, -5.4064, -3.8564], [-3.8841, -3.7991, -4.6637], [-3.9168, -5.2829, -3.7314], [-6.1517, -3.6695, -7.2863], [-4.5874, -3.2703, -8.0471], [-4.8020, -2.9933, -6.3368], [0.6079, 6.5277, 5.1265], [-0.6368, 5.6650, 5.0554], [-0.6979, 4.7584, 6.1725], [-1.1924, 5.0748, 7.3904], [-1.4556, 6.5141, 7.7174], [-1.3528, 4.2004, 8.2408], [0.6150, 7.1539, 6.0209], [0.6770, 7.1770, 4.2488], [1.5045, 5.9010, 5.1730], [-1.5559, 6.2536, 4.9765], [-0.5906, 5.0430, 4.1551], [-0.5887, 6.9282, 8.2393], [-2.3314, 6.5666, 8.3709], [-1.6873, 7.1296, 6.8491]],
  "forces_ev_per_a": [[0.66, -0.92, -0.25], [-1.59, 0.41, -0.60], [-0.34, 0.55, 0.04], [-0.17, 1.39, 0.07], [0.92, 0.21, -0.24], [0.46, -1.42, -0.29], [-0.56, -1.56, -3.67], [-2.99, -1.28, 1.68], [-0.12, -0.10, -0.28], [0.27, 0.19, -0.22], [2.14, -2.05, -5.05], [0.82, 3.13, -0.02], [-2.80, 2.54, 7.68], [-3.03, -1.11, 2.47], [2.13, 1.37, 0.74], [-0.46, -3.45, 1.81], [0.47, -1.00, 2.08], [0.88, 4.07, -1.73], [-0.43, 0.89, 1.00], [-0.28, 1.35, -1.93], [-0.05, 0.22, 0.56], [4.89, 2.75, 0.28], [5.45, 1.80, -4.00], [1.24, 0.12, -3.15], [-3.63, -1.96, 0.41], [0.15, 1.20, 2.28], [0.63, 2.10, -1.46], [1.30, -2.26, -0.28], [-0.05, -1.87, -1.43], [-0.68, 2.10, -0.68], [1.42, 0.73, 2.06], [0.61, -2.50, -0.01], [-0.70, -2.46, 0.23], [0.06, 0.61, 2.30], [-2.40, -0.78, 0.33], [0.22, -0.61, -2.44], [-2.51, 0.67, 0.06], [0.62, 1.24, -2.31], [-0.11, -2.08, -0.66], [-0.77, -0.43, 2.59], [-0.25, -0.50, -2.20], [-2.10, -1.14, 1.21], [-1.04, 0.13, -1.25], [0.89, -0.78, -0.71], [-0.95, 0.32, 2.80], [1.05, 2.29, -0.30], [1.87, -1.74, 0.38], [-1.16, -0.45, 1.99], [0.07, -0.09, -0.16], [0.30, -0.27, 0.32], [-0.41, 0.01, -0.47], [-0.21, 0.19, -1.37], [-0.61, -0.11, 0.45], [0.69, -0.30, 2.11], [-0.05, 0.02, 0.10], [-0.01, 0.06, -0.15], [-0.09, 0.03, 0.22], [0.02, -0.04, -0.16], [-0.17, -0.05, -0.28], [-0.06, 0.12, 0.04], [0.28, -0.02, -0.21], [0.23, -0.05, -0.07], [0.04, -0.07, 0.19], [-0.08, -0.13, 0.17], [0.44, 0.41, -0.29], [1.33, -0.03, 0.21], [-0.06, 0.09, -0.72], [-2.05, 0.13, 0.05], [-0.08, -0.02, -0.11], [0.12, 0.03, 0.01], [-0.08, -0.02, -0.18], [0.12, -0.01, 0.16], [0.36, -0.09, 0.05], [0.03, 0.08, -0.25], [-0.09, 0.25, 0.42], [0.01, 0.04, 0.17], [-0.09, -0.07, -0.15], [0.01, 0.09, -0.29], [-0.08, -0.36, 0.44], [-0.71, -1.60, 0.40], [0.74, 0.09, 0.16], [0.44, 2.26, -0.53], [0.08, 0.08, 0.05], [-0.05, -0.11, 0.03], [0.12, 0.10, 0.09], [-0.08, -0.13, -0.08], [0.00, -0.40, 0.00], [0.05, 0.03, 0.13], [-0.31, -0.04, -0.15], [-0.17, 0.04, -0.16], [-0.20, -0.02, -0.08], [-0.18, 0.11, 0.12], [0.37, -0.30, -0.36], [0.03, -1.13, -1.28], [0.39, 0.63, -0.08], [-0.14, 1.09, 2.03], [0.07, 0.07, 0.07], [0.02, -0.07, -0.09], [0.16, 0.10, 0.04], [-0.10, -0.09, -0.08], [0.02, -0.06, -0.39], [0.14, -0.01, 0.01], [-0.25, -0.24, 0.04], [-0.19, -0.09, 0.07], [0.10, 0.11, 0.09], [0.19, 0.16, -0.13], [-0.31, -0.52, 0.23], [0.00, -1.28, 1.35], [-0.62, 0.41, -0.09], [0.38, 1.37, -1.91], [-0.06, 0.03, -0.07], [-0.04, -0.13, 0.07], [-0.17, 0.03, -0.09], [0.10, -0.02, 0.12], [-0.05, -0.05, 0.31], [-0.12, -0.06, -0.07], [0.33, -0.11, 0.07], [0.23, 0.01, 0.00]],
  "lowdin_charge": [-0.138, -0.244, -0.217, -0.215, -0.210, -0.177, -0.040, -0.091, -0.172, -0.129, -0.305, 0.053, -0.050, 0.049, -0.124, -0.578, 0.599, -0.626, -0.160, 0.618, -0.179, -0.323, 0.859, -0.310, -0.130, 0.075, 0.067, 0.073, 0.110, 0.076, 0.112, 0.119, 0.115, 0.095, 0.113, 0.103, 0.100, 0.129, 0.108, 0.136, 0.101, 0.137, 0.097, 0.068, 0.117, 0.088, 0.062, 0.074, -0.050, -0.208, -0.040, -0.494, 0.016, 0.037, 0.070, 0.093, 0.070, 0.119, 0.115, 0.096, 0.096, 0.073, -0.068, -0.227, -0.009, -0.496, 0.000, 0.059, 0.067, 0.082, 0.082, 0.117, 0.123, 0.094, 0.089, 0.078, -0.059, -0.223, -0.009, -0.501, 0.010, 0.075, 0.067, 0.086, 0.084, 0.116, 0.107, 0.077, 0.097, 0.072, -0.068, -0.229, -0.009, -0.508, 0.006, 0.068, 0.066, 0.082, 0.086, 0.116, 0.116, 0.099, 0.095, 0.070, -0.050, -0.221, -0.018, -0.505, 0.004, 0.075, 0.069, 0.090, 0.065, 0.118, 0.104, 0.100, 0.095, 0.070],
  "orbital_gap_ha": 0.2342,
  "lumo_ev": -1.8,
  "e_homo_ev": -8.18,
  "smiles": "CCCCCCc1c(CCC(N)=O)cc(/C(Br)=C(/C)Br)c2nsnc12.CCOC(C)=O.CCOC(C)=O.CCOC(C)=O.CCOC(C)=O.CCOC(C)=O",
  "multiplicity": 1,
  "charge": 0
}

=====

2.
{
  "formula": "C38H63N12O11",
  "method": "ωB97M-V/def2-TZVPD",
  "elements": ["C", "C", "C", "C", "C", "C", "N", "O", "C", "C", "C", "H", "H", "H", "H", "H", "H", "H", "H", "H", "H", "H", "H", "H", "H", "H", "H", "H", "H", "N", "C", "C", "C", "C", "H", "H", "H", "H", "H", "N", "C", "C", "C", "C", "H", "H", "H", "H", "H", "N", "C", "C", "C", "C", "H", "H", "H", "H", "H", "N", "C", "C", "C", "C", "H", "H", "H", "H", "H", "N", "C", "C", "C", "C", "H", "H", "H", "H", "H", "N", "C", "C", "C", "C", "H", "H", "H", "H", "H", "C", "N", "O", "O", "H", "H", "H", "C", "N", "O", "O", "H", "H", "H", "C", "N", "O", "O", "H", "H", "H", "C", "N", "O", "O", "H", "H", "H", "C", "N", "O", "O", "H", "H", "H"],
  "xyz": [[-0.7533, 0.8390, 1.5728], [-1.1793, 0.2630, 0.2498], [-1.6793, 1.1490, -0.7692], [-0.5333, 1.6960, -1.4382], [0.3197, 0.6790, -2.2632], [0.8887, -0.3220, -1.2702], [-0.0953, -0.7080, -0.1682], [0.0947, -1.8520, 0.3308], [2.1877, 0.1870, -0.6472], [1.4357, -1.6850, -1.9902], [-2.3453, -0.6550, 0.8238], [0.0897, 1.4480, 1.3138], [-0.2903, 0.0540, 2.3348], [-1.4193, 1.4420, 2.2788], [-2.2023, 1.8990, -0.3942], [-2.1943, 0.6500, -1.5892], [0.1477, 2.2650, -0.9112], [-1.0313, 2.3660, -2.1872], [1.1467, 1.1200, -2.8272], [-0.3593, 0.1840, -3.0612], [2.7547, -0.6280, 0.0178], [2.0767, 1.0400, -0.0662], [3.0127, 0.5920, -1.4502], [1.7317, -2.4790, -1.2932], [2.1717, -1.4100, -2.5302], [0.5737, -1.8840, -2.6142], [-2.6243, -1.2350, 0.0058], [-3.1763, 0.0250, 1.3288], [-2.1663, -1.4830, 1.5038], [-6.7123, -2.0660, 3.6568], [-5.4323, -2.3270, 3.2178], [-5.4943, -2.3270, 1.7838], [-6.8063, -1.7800, 1.2838], [-7.5553, -1.6630, 2.6708], [-7.0863, -2.0590, 4.7828], [-4.7163, -2.5050, 4.2538], [-4.7173, -2.5940, 1.1648], [-7.1273, -1.5380, 0.3178], [-8.6023, -1.3420, 2.9218], [4.3157, 0.3710, -7.6502], [3.1707, 1.1230, -7.6692], [2.6247, 1.0710, -6.2932], [3.6907, 0.4210, -5.3702], [4.7797, 0.0660, -6.3412], [4.8967, 0.2290, -8.5552], [2.6767, 1.6820, -8.5432], [1.7407, 1.5440, -6.0692], [3.7797, 0.0570, -4.2382], [5.8017, -0.4180, -6.4092], [3.5587, -3.8240, 2.2728], [2.3517, -3.1630, 2.3238], [2.5857, -1.7900, 2.8568], [4.0047, -1.6160, 3.1678], [4.6137, -2.9680, 2.7728], [3.6527, -4.7310, 1.9368], [1.5527, -3.7660, 1.9398], [1.7917, -1.2110, 2.8768], [4.5277, -0.9550, 3.7278], [5.5187, -3.3600, 2.9388], [-1.7733, -5.7500, -0.3892], [-1.1133, -6.6550, 0.3078], [0.3367, -6.3340, 0.1228], [0.5107, -5.2500, -0.8922], [-0.9363, -5.0200, -1.1942], [-2.8943, -5.7250, -0.3552], [-1.6823, -7.3930, 1.0588], [1.1757, -6.7790, 0.8418], [1.5047, -4.8540, -1.2042], [-1.3723, -4.1980, -1.8132], [-1.3483, 6.1800, 1.1998], [-1.5663, 7.2430, 0.3388], [-2.3743, 6.7240, -0.8162], [-2.6123, 5.2850, -0.5912], [-2.0223, 5.1000, 0.7858], [-0.9813, 6.4350, 2.1478], [-1.3193, 8.2990, 0.4928], [-2.7023, 7.3470, -1.5822], [-3.1033, 4.3610, -0.8252], [-2.0873, 4.3180, 1.5458], [0.7497, 4.8750, -0.8522], [0.9637, 4.5650, -2.1702], [2.2707, 3.8910, -2.2342], [2.8417, 3.6710, -0.8202], [1.6487, 4.3750, 0.0798], [-0.0543, 5.4230, -0.5272], [0.2867, 4.9660, -2.9202], [2.4567, 3.6870, -3.2302], [3.7197, 3.1560, -0.3922], [1.5517, 4.6850, 1.1298], [-2.8453, -1.9780, -5.5982], [-2.7283, -1.4550, -4.2572], [-3.1293, -2.0940, -3.3042], [-2.3463, -0.1910, -4.1562], [-3.9203, -2.0030, -5.8312], [-2.3663, -2.9040, -5.7642], [-2.4123, -1.3290, -6.3992], [-1.5873, -1.7480, 6.5078], [-1.1293, -1.7120, 5.0208], [-1.8523, -1.1870, 4.2008], [0.0167, -2.0290, 4.7958], [-1.6473, -0.6870, 6.9448], [-0.8083, -2.3490, 7.1088], [-2.4653, -2.5890, 6.8088], [4.6617, 3.0630, 3.4328], [3.3357, 2.5760, 2.8528], [3.4297, 1.8400, 1.9518], [2.2647, 3.0040, 3.3108], [5.0167, 2.3320, 4.1838], [4.8327, 4.0390, 3.8708], [5.4237, 3.1780, 2.6208], [4.8347, -3.0340, -0.9832], [5.7537, -1.9250, -1.4142], [5.3727, -1.2710, -2.3492], [6.7467, -1.7880, -0.7042], [4.3707, -2.5430, -0.1042], [5.1917, -4.1270, -0.7912], [3.9957, -3.0760, -1.7242], [-4.1993, 1.3860, 3.6568], [-4.1793, 2.4280, 2.6168], [-4.3783, 3.6620, 3.0138], [-4.4333, 2.0960, 1.4708], [-3.2283, 0.9410, 3.8338], [-5.0023, 0.7170, 3.4318], [-4.6303, 2.0060, 4.4858]],
  "forces_ev_per_a": [[3.05, 0.35, 3.06], [-2.98, -4.85, 5.12], [2.14, -3.30, -2.44], [0.91, 1.49, -5.41], [-2.26, -0.69, -0.26], [2.30, -2.38, -1.05], [1.98, -3.44, 0.15], [-1.58, 5.23, -1.45], [3.60, -1.08, -0.09], [-6.69, -0.12, 4.25], [-1.24, 1.05, 0.74], [0.67, 1.04, 0.52], [-1.12, 1.18, -1.90], [0.19, -0.84, -1.87], [-2.74, 3.02, 2.03], [-0.75, -0.43, 0.50], [1.16, 1.45, 1.63], [1.06, -0.06, 0.35], [-0.15, 0.21, 0.40], [1.01, 0.49, 1.42], [-1.45, 1.64, -1.40], [-0.43, 1.56, 1.36], [-2.37, -1.41, 1.46], [-0.44, 0.38, -0.21], [5.21, 1.99, -3.86], [0.06, -1.11, -0.32], [-1.74, -0.54, -1.83], [1.65, -1.49, -1.69], [1.05, 0.62, 0.74], [-1.92, 1.18, 3.18], [0.22, -0.99, 1.80], [-2.88, 2.09, 1.82], [0.99, -1.56, 8.62], [0.74, -0.07, -4.09], [1.77, 0.00, -4.59], [-1.47, 0.15, -4.08], [1.70, -0.38, -1.18], [-0.44, 0.13, -0.98], [1.37, -0.46, -0.48], [1.67, 0.94, -1.07], [-2.18, -0.45, 3.41], [5.56, -1.66, -1.67], [1.45, -0.68, -3.27], [-2.52, 0.19, -0.37], [-1.25, 0.39, 2.57], [1.20, -1.43, 1.36], [-1.78, 0.86, 0.89], [-0.56, 1.30, -2.81], [-1.61, 0.52, 1.06], [1.28, 5.04, 2.17], [2.58, 2.40, 0.91], [4.09, -6.07, -1.48], [-2.10, -7.92, -3.50], [-6.71, 3.26, -0.18], [0.42, -1.60, -0.45], [-0.86, 0.58, 0.06], [-3.28, 3.22, 0.61], [1.27, 2.23, 1.24], [3.28, -1.17, 0.46], [-3.28, 0.52, -1.54], [3.62, -1.22, 2.85], [-0.51, -0.55, 1.05], [-4.60, -2.68, 2.31], [2.38, 2.34, -0.50], [3.76, 0.19, -0.61], [1.72, 1.90, -1.96], [-2.00, 0.81, -2.06], [-1.51, -0.18, -0.05], [0.44, -1.03, 0.54], [-0.14, 3.30, 0.51], [-2.36, -1.55, -3.59], [2.24, -1.83, 4.16], [2.62, 1.86, 5.88], [-0.93, -0.83, -2.17], [-0.63, -1.11, -1.30], [0.24, -0.83, 0.19], [-0.40, 0.70, -1.27], [-0.68, 0.48, -1.41], [-0.11, -0.23, -0.86], [0.17, -0.45, 1.21], [3.43, -0.67, 2.23], [-2.80, 1.23, 4.49], [-5.92, 3.03, -0.44], [3.15, -1.34, -4.49], [0.41, -0.40, -0.40], [0.38, -0.32, 0.07], [1.77, -1.08, -1.51], [-0.71, 0.46, -0.68], [0.23, -0.48, -0.65], [-0.58, 1.18, -2.57], [0.63, 4.89, 1.75], [0.74, 0.25, -1.03], [-1.12, -4.70, -0.36], [0.32, -0.39, 0.32], [0.20, -1.31, 0.60], [-0.18, 0.06, 1.33], [-0.15, -2.93, 2.41], [0.40, 0.84, 1.41], [-0.71, -0.18, 0.09], [-0.31, -0.45, 0.18], [-0.38, -1.77, -1.05], [-0.43, 1.50, -1.34], [1.53, 3.05, -1.69], [2.05, -0.26, -0.29], [-0.57, 3.54, 2.67], [0.20, -2.28, -2.31], [1.35, -0.44, -0.11], [-0.39, 0.13, -0.64], [-1.74, 0.35, 0.43], [-0.95, -1.07, 0.22], [-2.03, -0.84, 0.02], [0.71, -2.07, 1.30], [0.50, 0.78, -0.21], [-0.77, 0.52, -1.25], [0.35, -0.88, 0.06], [0.17, 2.53, -0.24], [1.03, -0.02, 0.37], [-0.66, 1.74, 1.81], [-3.56, 4.07, -0.34], [1.75, -4.09, -1.13], [1.38, 0.05, 0.44], [-0.04, -0.09, 0.03], [0.02, -0.84, -0.72], [1.13, -0.91, -0.10]],
  "lowdin_charge": [-0.013, -0.414, -0.145, -0.179, -0.078, -0.377, 0.096, 0.171, -0.025, 0.031, -0.016, 0.062, 0.127, 0.116, 0.086, 0.141, 0.065, 0.146, 0.119, 0.124, 0.125, 0.006, 0.159, 0.065, -0.005, 0.087, 0.052, 0.124, 0.070, -0.115, -0.183, -0.126, -0.001, -0.127, 0.245, 0.163, 0.030, 0.043, 0.104, -0.079, -0.151, -0.094, -0.069, -0.124, 0.184, 0.126, 0.020, 0.088, 0.111, -0.002, -0.102, -0.084, -0.015, -0.037, 0.108, 0.088, -0.005, 0.033, 0.044, -0.070, -0.177, -0.128, -0.075, -0.161, 0.224, 0.149, 0.108, 0.077, 0.092, -0.044, -0.105, -0.058, -0.039, -0.168, 0.182, 0.105, 0.052, 0.067, 0.093, -0.049, -0.129, -0.086, -0.012, -0.063, 0.078, 0.111, 0.040, 0.052, 0.077, 0.022, -0.372, 0.074, -0.014, 0.121, 0.088, 0.120, 0.019, -0.426, 0.017, 0.074, 0.112, 0.095, 0.151, 0.045, -0.429, 0.072, 0.030, 0.102, 0.085, 0.107, 0.016, -0.445, 0.057, 0.067, 0.072, 0.135, 0.078, 0.036, -0.376, 0.001, 0.053, 0.073, 0.084, 0.119],
  "orbital_gap_ha": 0.1645,
  "lumo_ev": -5.0,
  "e_homo_ev": -9.51,
  "de_lowest_kj_mol": 75.0,
  "multiplicity": 1,
  "charge": 1
}